# 1
The following is a quantum chemistry calculation of C4H9O2P as an isolated structure at a distorted geometry, from the Open Molecules 2025 dataset.

## Properties
E_LUMO ... 0.7296 eV
Energy relative to the best compared isomer or geometry (same formula, charge and spin) ... 61.7 kcal/mol
Energy ... -17676.3421 eV

```
16
Properties=species:S:1:pos:R:3:forces:R:3:lowdin_charge:R:1
C -0.63143 -1.75890 -1.20257 -1.210 -3.148 -3.524 -0.18
C -0.46332 1.85161 0.34765 -0.763 -2.046 1.134 -0.16
C -0.40075 -0.89675 1.38435 -3.130 4.672 1.259 -0.18
C 1.44046 -0.10387 -0.71821 -0.145 1.226 -1.444 -0.18
O -1.32342 -0.09698 -1.30768 -0.332 1.032 0.462 -0.33
O -1.03556 -2.32661 -2.15203 1.148 0.688 2.322 0.06
P -0.31558 0.06710 -0.17243 -0.328 1.327 0.646 0.57
H 0.07635 1.91202 1.26524 1.010 0.382 0.520 0.03
H -1.39990 2.35814 0.57845 -0.400 -0.695 -0.503 0.06
H 0.00466 2.30064 -0.45072 1.185 1.687 -1.537 0.01
H -1.34980 -1.39811 1.51837 -0.104 -0.286 -0.298 0.06
H -0.37166 -0.11315 2.25442 0.520 -1.667 -1.386 0.09
H 0.37148 -1.52177 1.27153 2.831 -2.539 0.453 -0.02
H 1.99729 0.82091 -0.52229 -0.041 -0.166 0.387 0.04
H 1.47894 -0.14997 -1.86965 -0.250 -0.431 1.811 0.10
H 1.92224 -0.94432 -0.22443 0.010 -0.035 -0.301 0.05
```
Forces are in eV/Å.

---

# 2
The following is a quantum chemistry calculation of a 3-piece molecular cluster, C39H37NO7S overall at a distorted geometry, from the Open Molecules 2025 dataset.

## Properties
E_LUMO ... -1.0811 eV
Structure (SMILES) ... COCCC[C@@H]1[C@@H](N)OC(=O)[C@@H]1CCCS.O=C1c2ccccc2C(=O)c2ccccc21.O=C1c2ccccc2C(=O)c2ccccc21
Energy ... -67701.7067 eV

```
85
Properties=species:S:1:pos:R:3:forces:R:3:lowdin_charge:R:1
C -3.25182 2.62510 -1.37597 -0.123 0.217 0.128 -0.10
O -2.43013 3.72808 -1.06497 -0.126 0.211 -0.385 -0.18
C -1.06609 3.41264 -1.00591 0.421 0.073 0.403 -0.23
C -0.65355 2.76352 0.32119 0.152 -0.647 -0.166 -0.13
C 0.13236 1.43420 0.16511 -0.457 0.439 0.365 -0.13
C -0.66284 0.28466 0.74926 0.054 -0.978 0.486 -0.21
C -0.45260 0.16702 2.30105 -0.115 0.349 -0.259 -0.35
N -1.68614 0.03853 3.03095 -0.129 -0.242 -0.280 0.10
O 0.37978 -0.97206 2.53323 0.754 -0.193 -0.594 0.04
C 0.86901 -1.37864 1.29317 1.998 -0.323 -0.028 -0.38
O 2.02444 -1.73347 1.11454 -2.599 0.383 0.492 0.13
C -0.27105 -1.14623 0.33453 0.365 0.002 0.305 -0.20
C -0.09342 -1.48060 -1.12576 -0.511 0.523 -0.030 -0.14
C -1.46008 -1.49773 -1.82107 0.252 -0.572 0.073 -0.25
C -2.23513 -2.79043 -1.52195 -0.260 0.736 -0.018 -0.56
S -4.02968 -2.51410 -1.40177 -0.096 -0.200 -0.128 0.70
H -2.73069 1.90365 -2.00099 0.130 -0.210 -0.076 0.08
H -4.10885 2.98766 -1.93206 -0.166 0.120 -0.055 0.09
H -3.62063 2.14339 -0.47149 0.027 -0.248 0.143 0.08
H -0.51434 4.33704 -1.14522 -0.061 0.253 -0.043 0.12
H -0.78060 2.76102 -1.83268 -0.109 -0.168 -0.231 0.11
H -1.56452 2.53622 0.86638 -0.216 0.157 0.162 0.11
H -0.08277 3.44484 0.93978 0.023 0.298 0.047 0.11
H 0.37966 1.25983 -0.87583 0.129 -0.011 -0.182 0.10
H 1.05166 1.53100 0.73433 0.417 -0.180 -0.182 0.12
H -1.73060 0.36421 0.59184 -0.206 0.473 -0.142 0.13
H 0.14757 1.00952 2.64049 -0.132 0.358 0.129 0.15
H -1.66676 -0.73972 3.66932 0.102 -0.045 0.189 0.08
H -1.92155 0.88792 3.51432 -0.058 0.097 0.206 0.08
H -1.06865 -1.74298 0.77776 -0.178 -0.345 -0.158 0.15
H 0.50602 -0.70598 -1.59313 0.394 -0.106 -0.116 0.11
H 0.38563 -2.44466 -1.25020 0.301 -0.120 -0.018 0.13
H -2.05040 -0.64722 -1.50190 -0.071 0.299 -0.005 0.07
H -1.31614 -1.42647 -2.89419 -0.075 0.150 -0.197 0.11
H -2.10775 -3.48481 -2.34144 0.059 -0.328 -0.020 0.04
H -1.88691 -3.24318 -0.60268 0.058 -0.235 0.136 0.06
H -4.00345 -1.65028 -0.37866 0.074 0.012 0.050 -0.16
O 3.03897 8.01602 6.74065 0.005 0.002 0.000 0.11
C 2.24484 7.33510 6.12796 0.082 0.081 0.070 -0.28
C 1.31179 7.94560 5.13889 -0.034 -0.110 -0.023 -0.08
C 1.37549 9.31272 4.90422 -0.024 0.112 -0.054 0.00
C 0.53700 9.89207 3.96792 -0.030 -0.032 -0.023 -0.06
C -0.36874 9.10863 3.26040 0.034 0.024 0.030 -0.06
C -0.44491 7.74757 3.49855 -0.058 0.083 -0.067 0.00
C 0.39104 7.16154 4.44033 0.080 0.008 0.080 -0.08
C 0.28270 5.69794 4.69443 -0.079 -0.068 -0.066 -0.28
O -0.54994 5.02612 4.12226 -0.009 -0.062 -0.029 0.10
C 1.23084 5.08279 5.66556 0.036 0.102 0.004 -0.08
C 1.17494 3.71348 5.89127 0.041 -0.106 0.044 0.00
C 2.06460 3.12081 6.76988 0.028 0.024 0.022 -0.05
C 3.01499 3.89407 7.42828 -0.039 -0.022 -0.026 -0.05
C 3.06911 5.26030 7.21489 0.056 -0.089 0.071 0.00
C 2.17707 5.86068 6.33608 -0.080 -0.005 -0.074 -0.08
H 2.08463 9.91394 5.45512 0.050 -0.061 0.047 0.12
H 0.58953 10.95678 3.78472 0.000 0.016 -0.007 0.11
H -1.01678 9.56275 2.52306 -0.014 0.011 -0.006 0.11
H -1.15000 7.13289 2.95709 0.007 -0.081 0.039 0.12
H 0.43547 3.11914 5.37375 -0.042 0.059 -0.054 0.11
H 2.02141 2.05379 6.94183 0.006 -0.016 0.001 0.11
H 3.71374 3.42773 8.10947 0.007 -0.010 0.013 0.11
H 3.80265 5.86793 7.72530 -0.023 0.089 -0.023 0.12
O -0.53110 -4.94967 -3.80389 -0.026 0.064 0.030 0.09
C -0.05781 -5.84631 -4.47145 -0.048 0.081 0.067 -0.27
C 0.51662 -5.57747 -5.81897 0.029 -0.099 0.002 -0.08
C 0.52787 -4.27540 -6.30207 0.025 0.092 -0.074 0.00
C 1.08380 -4.00292 -7.53956 0.018 -0.034 -0.024 -0.06
C 1.63219 -5.02991 -8.30048 -0.024 0.030 0.034 -0.05
C 1.61324 -6.33103 -7.82926 0.031 0.064 -0.104 0.00
C 1.05286 -6.61098 -6.59009 -0.050 0.029 0.098 -0.08
C 1.02770 -8.02092 -6.10695 0.041 -0.100 -0.077 -0.28
O 1.44812 -8.92447 -6.79704 0.011 -0.006 -0.001 0.11
C 0.47299 -8.28507 -4.74910 -0.012 0.115 0.006 -0.08
C 0.46957 -9.58517 -4.26183 -0.014 -0.097 0.084 0.00
C -0.01962 -9.84582 -2.99367 -0.017 0.043 0.022 -0.05
C -0.50778 -8.80884 -2.20573 0.017 -0.040 -0.032 -0.05
C -0.51554 -7.51267 -2.68991 -0.039 -0.058 0.096 0.00
C -0.02906 -7.24549 -3.96308 0.047 -0.030 -0.090 -0.08
H 0.10306 -3.48238 -5.70332 -0.020 -0.038 0.078 0.12
H 1.09381 -2.98800 -7.91339 0.004 0.015 -0.007 0.11
H 2.07385 -4.81301 -9.26366 0.000 0.006 -0.018 0.11
H 2.03240 -7.13536 -8.41677 -0.022 -0.077 0.047 0.12
H 0.85337 -10.38495 -4.87893 0.033 0.042 -0.075 0.12
H -0.01952 -10.85890 -2.61487 0.001 -0.015 0.010 0.11
H -0.88352 -9.01453 -1.21261 -0.009 -0.006 0.014 0.11
H -0.89693 -6.70259 -2.08468 0.001 0.071 -0.055 0.12
```
Forces are in eV/Å.